An isolated molecule of C5H10O3. Source: the OMol25 dataset; level of theory: ωB97M-V/def2-TZVPD.

XYZ file:
```
18
Properties=species:S:1:pos:R:3:nbo_charge:R:1
C -0.61469 0.59291 0.56652 0.86
C -0.59967 -0.68857 -0.06777 -0.43
C 2.01721 0.50634 0.37354 -0.79
C -1.82394 -1.03709 -0.90232 -0.60
C 1.06188 -0.43766 -0.91150 0.33
O -1.06956 1.62629 -0.11978 -0.62
O -0.52884 0.80070 1.87816 -0.70
O 1.12578 0.10880 -2.01245 -0.69
H -1.39207 2.34585 0.44250 0.51
H 0.24110 0.50059 2.37423 0.53
H -0.38437 -1.47104 0.65963 0.22
H 1.56883 -1.41047 -0.77312 0.14
H 1.93071 0.12950 1.39586 0.14
H 2.98964 0.24002 -0.03475 0.22
H 1.94656 1.59216 0.44730 0.20
H -2.75084 -0.97927 -0.32661 0.20
H -1.92806 -0.35020 -1.74049 0.23
H -1.78967 -2.06886 -1.24896 0.22
```

Output
HOMO-LUMO gap	7.7	eV
F_max	0.0610	Eh/bohr
E_HOMO	-7.67	eV
ΔE to the lowest compared entry with this formula, charge and spin	106.3	kcal/mol
electronic energy	-11485.579	eV
multiplicity	1